{
  "formula": "C23H27N3O2S",
  "method": "ωB97M-V/def2-TZVPD",
  "species": ["C", "C", "O", "C", "C", "C", "C", "C", "C", "N", "C", "C", "N", "C", "O", "C", "C", "C", "C", "N", "C", "C", "C", "C", "C", "C", "S", "C", "C", "H", "H", "H", "H", "H", "H", "H", "H", "H", "H", "H", "H", "H", "H", "H", "H", "H", "H", "H", "H", "H", "H", "H", "H", "H", "H", "H"],
  "xyz": [[1.0376, 4.8666, -3.0798], [1.9723, 4.0796, -2.1662], [1.3961, 2.8801, -1.6950], [1.1941, 1.8324, -2.5605], [1.7692, 1.7401, -3.8169], [1.5043, 0.6600, -4.6458], [0.6570, -0.3397, -4.2175], [0.0918, -0.2704, -2.9554], [0.3473, 0.7974, -2.1008], [-0.2640, 0.9141, -0.8501], [0.5824, 1.0441, 0.3207], [-0.2199, 1.7132, 1.4400], [-1.3714, 0.8957, 1.7397], [-1.5269, 0.0518, 2.7859], [-2.4585, -0.7316, 2.8330], [-0.5362, 0.1965, 3.9371], [-0.7183, -0.9265, 4.9584], [0.1736, -2.1328, 4.6295], [-0.0545, -2.6122, 3.2437], [0.6726, -2.2837, 2.2429], [0.2441, -2.8600, 1.0815], [0.8424, -2.7302, -0.1693], [0.2856, -3.3883, -1.2456], [-0.8629, -4.1640, -1.0980], [-1.4686, -4.3134, 0.1342], [-0.9075, -3.6675, 1.2232], [-1.4024, -3.6868, 2.8852], [-2.2193, 0.7417, 0.5756], [-1.4324, 0.1052, -0.5734], [0.8096, 4.2999, -3.9791], [1.5045, 5.8065, -3.3614], [0.1055, 5.0746, -2.5603], [2.1703, 4.6531, -1.2555], [2.9324, 3.8882, -2.6620], [2.4255, 2.5170, -4.1766], [1.9595, 0.6159, -5.6235], [0.4371, -1.1816, -4.8568], [-0.5521, -1.0701, -2.6264], [1.4509, 1.6495, 0.0724], [0.9172, 0.0549, 0.6731], [0.4001, 1.8662, 2.3198], [-0.5760, 2.6871, 1.0875], [0.4840, 0.1722, 3.5540], [-0.7155, 1.1683, 4.4033], [-1.7650, -1.2379, 4.9496], [-0.4672, -0.5738, 5.9595], [1.2240, -1.8465, 4.7210], [-0.0383, -2.9395, 5.3335], [1.7295, -2.1260, -0.2795], [0.7467, -3.2993, -2.2178], [-1.2828, -4.6614, -1.9595], [-2.3531, -4.9194, 0.2532], [-3.0639, 0.1091, 0.8513], [-2.5793, 1.7302, 0.2741], [-2.0659, 0.0762, -1.4613], [-1.1650, -0.9248, -0.2889]],
  "homo_energy_ha": -0.281,
  "fmax_ha_per_bohr": 0.0199,
  "lumo_ha": 0.02867,
  "e_above_lowest_kj_mol": 53.46,
  "orbital_gap_ev": 8.418
}